# 1
This record from OMol25 describes C2H5N5O in the gas phase in a non-equilibrium geometry. The level of theory is ωB97M-V/def2-TZVPD.

Positions of all 13 atoms, in Å:
1 C 3.108 -0.168 0.202
2 N 1.744 -0.342 -0.267
3 N 0.966 0.795 -0.043
4 C -0.310 0.413 -0.060
5 N -0.632 -0.924 -0.207
6 N -1.861 -1.115 0.148
7 N -2.358 0.141 0.255
8 O -1.291 1.175 -0.087
9 H 3.832 -0.752 -0.308
10 H 3.396 0.964 0.011
11 H 3.185 0.030 1.340
12 H 1.227 -1.161 -0.083
13 H -3.114 0.165 -0.310

Values from the calculation:
HOMO level (eV): -7.6
Gap between HOMO and LUMO (eV): 6.93
DFT total energy (a.u.): -428.00541
Energy above the lowest of the compared OMol25 structures with the same formula, charge and spin (kcal/mol): 136.6
Molecular weight (g/mol): 115.1
E_LUMO (Eh): -0.026

=====

# 2
This record from OMol25 describes 15 unconnected molecules or ions with the total composition C16H65N11O15 in a non-equilibrium geometry. The level of theory is ωB97M-V/def2-TZVPD.

Positions of all 107 atoms, in Å:
1 C -25.736 2.993 0.073
2 C -24.869 2.078 -0.788
3 C -23.406 2.407 -0.545
4 O -23.129 3.797 -0.805
5 C -22.090 4.303 -0.006
6 N -25.154 0.635 -0.636
7 H -26.788 2.703 0.077
8 H -25.655 4.009 -0.319
9 H -25.412 3.084 1.114
10 H -25.029 2.372 -1.833
11 H -22.699 1.828 -1.141
12 H -23.202 2.313 0.530
13 H -21.216 3.639 -0.019
14 H -22.354 4.308 1.060
15 H -21.856 5.312 -0.333
16 H -25.612 0.383 -1.503
17 H -25.878 0.607 0.081
18 C -28.396 9.858 4.829
19 C -29.875 9.892 4.481
20 C -30.525 8.494 4.470
21 O -29.877 7.694 3.478
22 C -30.376 6.356 3.564
23 N -30.555 10.764 5.414
24 H -28.057 10.846 5.154
25 H -27.618 9.556 4.125
26 H -28.144 9.238 5.701
27 H -30.011 10.321 3.485
28 H -31.580 8.651 4.231
29 H -30.328 8.026 5.441
30 H -30.033 5.944 4.522
31 H -29.988 5.803 2.714
32 H -31.469 6.353 3.590
33 H -31.559 10.606 5.338
34 H -30.390 10.503 6.384
35 C -25.203 2.991 6.730
36 C -25.871 2.818 8.105
37 C -25.119 1.826 8.956
38 O -25.935 1.537 10.102
39 C -25.553 0.376 10.819
40 N -26.030 4.122 8.746
41 H -25.655 3.808 6.166
42 H -25.434 2.116 6.116
43 H -24.116 3.078 6.717
44 H -26.875 2.432 7.910
45 H -24.200 2.280 9.348
46 H -24.780 0.983 8.352
47 H -24.553 0.485 11.257
48 H -25.459 -0.519 10.205
49 H -26.293 0.267 11.607
50 H -26.510 4.044 9.642
51 H -25.238 4.670 9.069
52 O -30.450 3.931 7.027
53 H -30.704 4.513 6.302
54 H -31.236 3.886 7.581
55 O -30.090 0.251 3.626
56 H -29.396 0.905 3.462
57 H -29.628 -0.451 4.128
58 O -26.803 6.845 3.967
59 H -27.667 7.203 3.718
60 H -26.671 7.139 4.875
61 O -29.766 2.988 1.691
62 H -28.804 2.934 1.650
63 H -30.069 2.569 0.880
64 O -27.422 0.166 1.204
65 H -27.586 0.789 1.932
66 H -27.568 -0.703 1.590
67 O -28.389 -1.367 5.046
68 H -28.551 -1.361 6.000
69 H -27.487 -1.033 4.956
70 O -26.038 6.505 0.970
71 H -26.580 6.334 1.746
72 H -25.962 7.463 0.944
73 O -27.684 5.267 6.801
74 H -27.078 4.742 7.380
75 H -28.563 5.037 7.129
76 C -25.628 -0.974 6.551
77 O -26.349 -0.336 5.785
78 N -24.678 -1.833 6.111
79 N -25.897 -1.072 7.893
80 H -24.261 -2.403 6.821
81 H -24.473 -1.916 5.135
82 H -26.700 -0.606 8.277
83 H -25.238 -1.543 8.482
84 C -27.657 2.695 4.306
85 O -27.654 1.874 3.378
86 N -27.899 2.293 5.578
87 N -27.518 4.022 4.172
88 H -27.840 1.318 5.810
89 H -28.070 3.018 6.249
90 H -27.531 4.668 4.956
91 H -27.167 4.414 3.315
92 C -29.355 -0.258 8.384
93 O -29.630 -1.297 7.789
94 N -29.623 0.962 7.818
95 N -28.694 -0.239 9.571
96 H -30.238 0.708 7.049
97 H -29.789 1.730 8.446
98 H -28.549 0.633 10.052
99 H -28.572 -1.056 10.141
100 C -23.313 1.545 3.702
101 O -22.352 1.915 4.369
102 N -24.447 2.239 3.540
103 N -23.305 0.276 3.144
104 H -24.459 3.122 4.023
105 H -25.281 1.893 3.095
106 H -22.735 -0.366 3.665
107 H -24.112 -0.094 2.670

Values from the calculation:
HOMO level (eV): -8.5
Gap between HOMO and LUMO (eV): 8.21
DFT total energy (a.u.): -2379.64111
Energy above the lowest of the compared OMol25 structures with the same formula, charge and spin (kcal/mol): 0.0
Molecular weight (g/mol): 651.8
E_LUMO (Eh): -0.012

=====

# 3
This record from OMol25 describes a molecular structure, C44H70BCaN7O5S3Si3 in a non-equilibrium geometry. The level of theory is ωB97M-V/def2-TZVPD.

Positions of all 134 atoms, in Å:
1 Ca -1.276 -1.323 0.745
2 C 3.166 -3.730 -1.412
3 C 2.555 -2.417 -1.784
4 C 2.485 -1.998 -3.054
5 C 1.903 -0.718 -3.392
6 N 1.426 0.058 -2.495
7 N 1.512 -0.321 -1.177
8 B 1.161 0.779 -0.277
9 N 0.506 2.013 -0.834
10 N 1.494 2.826 -1.302
11 C 1.152 3.971 -1.787
12 C -0.223 4.373 -1.826
13 C -1.197 3.587 -1.327
14 C -2.630 4.010 -1.289
15 C -0.823 2.289 -0.797
16 S -1.972 1.261 -0.162
17 C 2.237 4.910 -2.294
18 C 3.629 4.342 -2.037
19 C 2.032 5.131 -3.799
20 C 2.115 6.250 -1.552
21 N 1.970 0.940 0.991
22 N 3.267 1.017 0.603
23 C 4.180 1.064 1.518
24 C 3.817 1.076 2.898
25 C 2.524 0.988 3.282
26 C 2.112 0.926 4.717
27 C 1.517 0.861 2.257
28 S -0.093 0.563 2.603
29 C 5.628 1.028 1.025
30 C 5.847 2.143 -0.001
31 C 6.615 1.194 2.180
32 C 5.861 -0.334 0.350
33 C 2.020 -1.553 -0.733
34 S 1.982 -2.024 0.838
35 C 1.910 -0.163 -4.823
36 C 2.327 -1.226 -5.839
37 C 2.917 0.994 -4.848
38 C 0.525 0.376 -5.203
39 H 3.459 -4.276 -2.307
40 H 2.475 -4.332 -0.821
41 H 4.044 -3.569 -0.781
42 H 2.877 -2.632 -3.840
43 H -0.481 5.342 -2.235
44 H -2.757 4.974 -1.780
45 H -2.971 4.081 -0.253
46 H -3.268 3.263 -1.766
47 H 3.761 3.364 -2.499
48 H 3.808 4.227 -0.967
49 H 4.377 5.026 -2.444
50 H 2.128 4.190 -4.348
51 H 2.786 5.825 -4.177
52 H 1.048 5.553 -4.021
53 H 2.191 6.104 -0.471
54 H 1.170 6.755 -1.762
55 H 2.924 6.916 -1.864
56 H 4.589 1.114 3.656
57 H 2.967 1.096 5.369
58 H 1.677 -0.052 4.935
59 H 1.332 1.658 4.930
60 H 5.696 3.128 0.449
61 H 5.152 2.035 -0.834
62 H 6.869 2.096 -0.387
63 H 6.463 2.138 2.710
64 H 7.632 1.196 1.784
65 H 6.544 0.375 2.900
66 H 5.198 -0.447 -0.512
67 H 5.660 -1.156 1.043
68 H 6.897 -0.412 0.011
69 H 3.364 -1.544 -5.702
70 H 2.243 -0.809 -6.844
71 H 1.682 -2.108 -5.792
72 H 3.916 0.661 -4.550
73 H 2.596 1.775 -4.158
74 H 2.982 1.413 -5.856
75 H -0.178 -0.444 -5.365
76 H 0.600 0.942 -6.135
77 H 0.130 1.028 -4.423
78 O -2.394 -1.832 -4.158
79 C -1.686 -1.648 -3.029
80 O -1.510 -0.576 -2.522
81 C -1.183 -2.935 -2.456
82 C -1.048 -4.045 -3.263
83 C -0.586 -5.226 -2.693
84 C -0.329 -5.245 -1.342
85 C -0.516 -4.083 -0.596
86 N -0.905 -2.923 -1.142
87 C -0.351 -4.160 0.927
88 O 0.093 -5.203 1.374
89 O -0.769 -3.124 1.550
90 H -2.692 -0.954 -4.440
91 H -1.310 -3.982 -4.309
92 H -0.462 -6.117 -3.297
93 H 0.000 -6.130 -0.814
94 C -4.167 -2.622 -0.887
95 O -3.606 -2.054 0.289
96 Si -4.234 -2.394 1.861
97 C -6.107 -2.436 1.684
98 C -3.775 -4.164 2.250
99 C -3.578 -1.076 2.859
100 Si -4.454 0.507 2.655
101 C -5.997 0.611 3.743
102 C -3.487 2.066 3.120
103 C -5.111 0.822 0.899
104 Si -3.065 -1.475 4.559
105 C -4.447 -2.334 5.520
106 C -1.566 -2.593 4.738
107 C -2.667 0.057 5.583
108 H -5.258 -2.593 -0.855
109 H -3.854 -3.663 -1.025
110 H -3.849 -2.041 -1.753
111 H -6.478 -3.338 1.178
112 H -6.499 -1.566 1.155
113 H -6.529 -2.428 2.695
114 H -4.248 -4.848 1.534
115 H -4.133 -4.438 3.249
116 H -2.696 -4.327 2.230
117 H -5.731 0.503 4.801
118 H -6.693 -0.197 3.489
119 H -6.526 1.568 3.626
120 H -3.675 2.346 4.162
121 H -3.792 2.909 2.486
122 H -2.411 1.938 3.000
123 H -6.152 0.500 0.810
124 H -4.528 0.296 0.137
125 H -5.078 1.893 0.665
126 H -4.700 -3.299 5.065
127 H -5.350 -1.714 5.510
128 H -4.173 -2.524 6.567
129 H -1.757 -3.602 4.359
130 H -1.284 -2.675 5.796
131 H -0.709 -2.203 4.183
132 H -3.547 0.696 5.712
133 H -1.878 0.659 5.121
134 H -2.324 -0.243 6.581

Values from the calculation:
HOMO level (eV): -6.1
Gap between HOMO and LUMO (eV): 4.62
DFT total energy (a.u.): -5243.96256
Molecular weight (g/mol): 1008.4
E_LUMO (Eh): -0.055

=====

# 4
This record from OMol25 describes 13 unconnected molecules or ions with the total composition C71H65N13O12 in a non-equilibrium geometry. The level of theory is ωB97M-V/def2-TZVPD.

Positions of all 161 atoms, in Å:
1 C -11.046 6.175 -12.453
2 C -10.755 4.870 -12.026
3 C -9.939 4.092 -12.879
4 C -9.453 4.653 -14.078
5 C -9.687 6.011 -14.445
6 C -10.610 6.713 -13.655
7 N -8.557 3.859 -14.925
8 O -7.753 3.078 -14.383
9 O -8.682 3.942 -16.165
10 H -11.779 6.708 -11.865
11 H -11.208 4.415 -11.157
12 H -9.694 3.074 -12.616
13 H -9.296 6.424 -15.363
14 H -10.887 7.745 -13.810
15 C -12.738 4.297 -18.041
16 C -11.454 4.816 -17.984
17 C -11.031 5.930 -18.795
18 C -11.941 6.485 -19.692
19 C -13.218 5.907 -19.821
20 C -13.570 4.818 -19.018
21 N -11.479 7.619 -20.572
22 O -12.330 8.087 -21.269
23 O -10.357 8.042 -20.523
24 H -13.133 3.524 -17.398
25 H -10.778 4.365 -17.272
26 H -10.009 6.281 -18.797
27 H -13.918 6.190 -20.593
28 H -14.568 4.420 -19.121
29 C -16.116 2.866 -6.971
30 C -16.818 4.072 -7.114
31 C -16.238 5.197 -7.598
32 C -14.909 5.089 -8.069
33 C -14.179 3.836 -8.034
34 C -14.822 2.735 -7.538
35 N -14.254 6.290 -8.672
36 O -14.804 7.375 -8.610
37 O -13.097 6.121 -9.163
38 H -16.391 2.030 -6.346
39 H -17.806 4.119 -6.679
40 H -16.753 6.145 -7.647
41 H -13.151 3.733 -8.347
42 H -14.157 1.884 -7.539
43 C -18.757 0.907 -13.628
44 C -18.764 0.969 -14.993
45 C -18.474 -0.152 -15.763
46 C -17.923 -1.295 -15.135
47 C -17.815 -1.345 -13.758
48 C -18.219 -0.242 -13.020
49 N -17.609 -2.513 -15.843
50 O -17.756 -3.598 -15.268
51 O -17.311 -2.375 -17.033
52 H -19.102 1.768 -13.075
53 H -19.178 1.850 -15.460
54 H -18.662 -0.101 -16.826
55 H -17.414 -2.190 -13.217
56 H -18.026 -0.238 -11.958
57 C -13.968 0.543 -11.252
58 C -12.851 1.232 -10.756
59 C -11.568 0.927 -11.260
60 C -11.403 -0.041 -12.249
61 C -12.524 -0.755 -12.685
62 C -13.778 -0.503 -12.137
63 N -10.018 -0.262 -12.723
64 O -9.106 0.573 -12.499
65 O -9.809 -1.254 -13.369
66 H -14.967 0.678 -10.865
67 H -13.154 1.978 -10.036
68 H -10.803 1.613 -10.927
69 H -12.544 -1.419 -13.537
70 H -14.618 -0.934 -12.661
71 C -12.771 -3.031 -15.601
72 C -13.780 -2.516 -16.382
73 C -13.530 -1.345 -17.078
74 C -12.291 -0.742 -17.101
75 C -11.240 -1.315 -16.344
76 C -11.510 -2.488 -15.655
77 N -12.112 0.446 -17.889
78 O -11.183 1.220 -17.539
79 O -12.891 0.646 -18.807
80 H -13.003 -3.989 -15.160
81 H -14.764 -2.943 -16.512
82 H -14.320 -0.942 -17.693
83 H -10.250 -0.886 -16.308
84 H -10.710 -3.004 -15.144
85 N -15.733 7.146 -15.258
86 C -14.501 7.541 -15.692
87 C -13.767 8.472 -15.004
88 C -14.095 8.900 -13.737
89 C -15.329 8.496 -13.251
90 C -16.092 7.528 -14.016
91 H -14.233 7.124 -16.652
92 H -12.804 8.714 -15.429
93 H -13.412 9.531 -13.187
94 H -15.565 8.715 -12.220
95 H -17.065 7.200 -13.681
96 N -16.046 2.737 -14.594
97 C -15.505 3.921 -14.132
98 C -14.104 4.124 -14.151
99 C -13.238 3.127 -14.504
100 C -13.757 1.895 -14.843
101 C -15.174 1.768 -15.005
102 H -16.176 4.629 -13.668
103 H -13.694 5.050 -13.775
104 H -12.178 3.329 -14.547
105 H -12.996 1.181 -15.121
106 H -15.599 0.850 -15.382
107 N -18.776 1.847 -19.100
108 C -18.268 2.677 -18.192
109 C -16.933 2.726 -17.711
110 C -16.045 1.791 -18.320
111 C -16.595 0.880 -19.258
112 C -17.895 0.985 -19.669
113 H -18.954 3.311 -17.650
114 H -16.566 3.492 -17.045
115 H -14.970 1.760 -18.222
116 H -15.884 0.242 -19.761
117 H -18.254 0.336 -20.453
118 N -17.458 6.185 -11.092
119 C -18.616 5.497 -11.178
120 C -18.637 4.084 -11.314
121 C -17.474 3.336 -11.065
122 C -16.336 4.038 -11.006
123 C -16.318 5.407 -11.082
124 H -19.542 6.031 -11.331
125 H -19.510 3.532 -11.628
126 H -17.404 2.268 -11.204
127 H -15.353 3.591 -11.022
128 H -15.386 5.943 -10.989
129 N -18.506 10.136 -11.654
130 C -18.238 11.464 -11.648
131 C -18.154 12.223 -12.817
132 C -18.243 11.535 -14.056
133 C -18.416 10.141 -14.042
134 C -18.522 9.436 -12.807
135 H -18.281 11.997 -10.709
136 H -18.245 13.294 -12.708
137 H -18.253 12.080 -14.988
138 H -18.469 9.582 -14.965
139 H -18.605 8.361 -12.749
140 N -21.906 6.518 -15.928
141 C -21.087 5.544 -15.426
142 C -19.688 5.580 -15.637
143 C -19.154 6.688 -16.379
144 C -19.983 7.651 -16.846
145 C -21.341 7.531 -16.624
146 H -21.549 4.685 -14.962
147 H -19.044 4.761 -15.354
148 H -18.089 6.808 -16.517
149 H -19.588 8.517 -17.358
150 H -21.974 8.226 -17.156
151 N -18.026 6.429 -20.612
152 C -17.436 5.729 -19.632
153 C -16.748 6.325 -18.610
154 C -16.508 7.712 -18.652
155 C -17.073 8.416 -19.718
156 C -17.833 7.741 -20.679
157 H -17.638 4.671 -19.718
158 H -16.288 5.711 -17.850
159 H -15.928 8.201 -17.884
160 H -16.753 9.438 -19.855
161 H -18.231 8.298 -21.515

Values from the calculation:
HOMO level (eV): -9.5
Gap between HOMO and LUMO (eV): 8.08
DFT total energy (a.u.): -4358.54966
Energy above the lowest of the compared OMol25 structures with the same formula, charge and spin (kcal/mol): 27.2
Molecular weight (g/mol): 1292.4
E_LUMO (Eh): -0.051

=====

Which of these has the lowest molecular weight?
C2H5N5O